## 1
C3H3NO4 | the ωB97M-V functional and the def2-TZVPD basis

Calculated values
charge: 0
SMILES: NC(=O)C(=O)C(=O)O
multiplicity: 1

Geometry as XYZ:
```
11
Properties=species:S:1:pos:R:3:mulliken_charge:R:1
N -2.33328 0.46156 -0.42051 -0.38
C -1.31985 -0.26632 0.07918 0.37
O -1.40981 -1.38446 0.56704 -0.54
C 0.03265 0.48268 0.03656 0.80
O 0.04808 1.69984 0.15287 -0.60
C 1.32952 -0.32337 -0.12964 0.41
O 1.40718 -1.45583 -0.43973 -0.45
O 2.37974 0.44946 0.16799 -0.48
H -3.26397 0.09164 -0.31998 0.26
H -2.18253 1.45614 -0.54252 0.23
H 2.12418 1.39130 0.30414 0.39
```

***

## 2
C3H3NO4 | the ωB97M-V functional and the def2-TZVPD basis

Calculated values
charge: 0
SMILES: Cn1oc(=O)oc1=O
multiplicity: 1

Geometry as XYZ:
```
11
Properties=species:S:1:pos:R:3:mulliken_charge:R:1
C -0.16953 0.09336 -1.56269 -0.79
N 0.41929 -0.34370 -0.34078 0.10
O 0.96388 0.74229 0.39413 -0.24
C 0.54213 0.65656 1.66784 0.72
O 0.33927 1.64445 2.43483 -0.56
O 0.08701 -0.45246 1.88144 -0.20
C -0.24917 -1.06946 0.71443 0.40
O -0.97509 -1.95442 0.71161 -0.40
H -0.89184 0.90515 -1.44425 0.31
H 0.44956 0.52217 -2.46193 0.26
H -0.51553 -0.74394 -1.99462 0.41
```

***

Which structure is the most stable? The one labeled 1.

***

## 1
C3H3NO4 | the ωB97M-V functional and the def2-TZVPD basis

Calculated values
charge: 0
SMILES: O=CNC(=O)C(=O)O
multiplicity: 1

Geometry as XYZ:
```
11
Properties=species:S:1:pos:R:3:mulliken_charge:R:1
O -0.19255 3.01235 1.05333 -0.51
C 0.14046 1.83756 1.04853 0.05
N 0.17767 0.93656 -0.01975 -0.15
C 0.23422 -0.45990 0.35536 0.58
O 0.37392 -0.84318 1.50481 -0.51
C -0.12669 -1.37039 -0.90391 0.45
O -0.35785 -2.54530 -0.71136 -0.47
O -0.12518 -0.61056 -1.98168 -0.47
H 0.65795 1.26671 1.85748 0.31
H -0.22096 1.17750 -0.99855 0.31
H -0.75533 -1.15021 -2.64138 0.41
```

***

## 2
C3H3NO4 | the ωB97M-V functional and the def2-TZVPD basis

Calculated values
charge: 0
SMILES: O=c1on(O)cc1O
multiplicity: 1

Geometry as XYZ:
```
11
Properties=species:S:1:pos:R:3:mulliken_charge:R:1
O 1.39221 2.05398 0.15185 -0.61
C 0.97075 0.88874 -0.12468 0.75
O 0.68377 0.36651 -1.41163 -0.23
N -0.72451 -0.24209 -1.11448 0.00
O -0.73528 -1.64594 -1.64597 -0.41
C -0.69697 -0.55636 0.39386 -0.35
C 0.42518 0.06676 0.99836 0.27
O 0.89576 0.31272 2.23379 -0.55
H -1.54134 -1.68470 -2.38186 0.37
H -1.68644 -1.00615 0.96821 0.29
H 1.01688 1.44654 1.93255 0.46
```

***

Which structure is the most stable? The one labeled 1.

***

## 1
C5H8O2 | the ωB97M-V functional and the def2-TZVPD basis

Calculated values
charge: 0
multiplicity: 3
<S²>: 2.0078

Geometry as XYZ:
```
15
Properties=species:S:1:pos:R:3:mulliken_spin:R:1
C -0.40898 0.84798 -0.05458 0.25
C -2.63201 -0.00993 0.05733 -0.01
C 1.04084 0.46992 -0.01679 0.41
C 1.94078 1.43109 0.16100 1.02
C 1.36761 -0.98048 -0.17093 0.00
O -0.81046 1.98020 -0.17498 0.18
O -1.21839 -0.22091 0.05729 0.02
H -3.06256 -0.63492 -0.72442 0.00
H -2.84712 1.04321 -0.13406 0.00
H -3.02158 -0.30471 1.03074 0.00
H 1.63216 2.45749 0.26530 0.01
H 2.99674 1.22236 0.20636 0.01
H 2.44242 -1.13540 -0.12937 0.00
H 0.98911 -1.34942 -1.12310 0.04
H 0.88885 -1.55703 0.61798 0.04
```

***

## 2
C5H8O2 | the ωB97M-V functional and the def2-TZVPD basis

Calculated values
charge: 0
multiplicity: 3
<S²>: 2.0065

Geometry as XYZ:
```
15
Properties=species:S:1:pos:R:3:mulliken_spin:R:1
C 0.10792 0.75217 -0.38159 0.09
C -1.36233 1.01478 -0.07138 0.76
C 0.78730 0.22400 0.90316 0.03
C 0.11404 -1.06637 1.27792 0.05
C 0.50636 -0.12714 -1.55234 0.06
O -1.63972 1.84128 0.78989 0.96
O 1.51658 0.80076 1.67654 0.02
H 0.56510 1.74763 -0.47945 0.01
H -2.09597 0.33081 -0.51069 0.08
H 0.22553 -1.95855 0.62597 0.00
H -1.04488 -0.77639 1.35693 -0.03
H 0.55394 -1.58006 2.23734 0.00
H 0.21242 0.27901 -2.62837 -0.01
H -0.09844 -1.05818 -1.55429 0.00
H 1.65215 -0.42373 -1.68963 0.01
```

***

Which structure is the most stable? The one labeled 1.

***

## 1
C3H10N3O | the ωB97M-V functional and the def2-TZVPD basis

Calculated values
charge: -1
multiplicity: 1

Geometry as XYZ:
```
17
Properties=species:S:1:pos:R:3:mulliken_charge:R:1
C -0.93884 2.26389 0.70318 -0.70
C -0.13509 -2.12100 0.08700 -0.86
C 1.52939 -0.56924 -0.94949 -1.02
N 0.19223 1.36158 0.54791 -0.37
N 0.45843 -0.85698 0.07637 0.29
N -0.50393 0.09639 0.35790 -0.45
O -1.70712 0.27016 -0.97035 -0.84
H -1.33906 2.03651 1.68549 0.18
H -0.42160 3.28650 0.78347 0.37
H -1.76272 1.82213 -0.02345 0.28
H -1.18120 -2.19408 0.04012 0.37
H 0.48387 -2.80711 -0.54303 0.26
H 0.15998 -2.60712 1.13396 0.21
H 2.25911 -1.30322 -0.81655 0.40
H 1.16775 -0.58911 -1.96765 0.21
H 1.88978 0.39900 -0.62472 0.42
H 0.69232 1.62701 -0.23212 0.24
```

***

## 2
C3H10N3O | the ωB97M-V functional and the def2-TZVPD basis

Calculated values
charge: -1
multiplicity: 1

Geometry as XYZ:
```
17
Properties=species:S:1:pos:R:3:mulliken_charge:R:1
C 2.68627 -2.13915 1.10635 -0.70
C -1.87361 0.08186 0.30230 -0.95
C -1.83865 2.03264 -0.96575 -0.95
N 2.65272 -0.81122 0.50955 -0.55
N -1.32408 0.71723 -0.87449 -0.39
N 1.56860 -0.44051 -0.27510 0.06
O 1.83717 0.57607 -0.99479 -0.58
H 3.73555 -2.51509 0.79307 0.16
H 2.72412 -2.04585 2.21192 0.19
H 2.05731 -2.84378 0.63061 0.39
H -1.60826 -0.95761 0.16717 0.32
H -1.49924 0.59707 1.12092 0.32
H -3.04630 0.22039 0.14763 0.28
H -1.34494 2.49171 -1.77715 0.36
H -2.96885 2.06957 -1.01866 0.24
H -1.55990 2.55261 -0.13551 0.38
H -0.19790 0.41405 -0.94807 0.43
```

***

## 3
C3H10N3O | the ωB97M-V functional and the def2-TZVPD basis

Calculated values
charge: -1
multiplicity: 1

Geometry as XYZ:
```
17
Properties=species:S:1:pos:R:3:mulliken_charge:R:1
C 0.04796 -0.79126 -1.66028 -0.63
N 0.72356 0.45639 -2.01507 -0.27
C 1.55736 1.03384 -1.10456 0.19
N 2.17392 2.12835 -1.36282 -0.83
H 0.13567 -1.49331 -2.50184 0.29
H 0.55211 -1.15608 -0.77435 0.26
H -0.99712 -0.64478 -1.40821 0.20
H 0.53798 1.04463 -2.81035 0.26
H 1.67317 0.47306 -0.18574 0.27
H 2.74101 2.40389 -0.56815 0.22
N -1.88769 -1.25217 2.14778 -0.76
C -0.80466 -0.16121 2.18814 -0.29
O -0.35650 0.12572 0.94921 -0.70
H -2.76089 -0.91583 2.54246 0.22
H -2.04363 -1.36552 1.15129 0.24
H -1.27323 0.75192 2.60682 0.19
H -0.01900 -0.63764 2.80567 0.16
```

***

Which structure is the most stable? The one labeled 3.